A structure of composition C37H38AsIrN6O4SSe. Source: OMol25; level of theory: wB97M-V/def2-TZVPD.

Each line ends with the Löwdin charge.
Atoms and positions in Å:
Ir: 0.1587 -0.6156 -0.3892  0.93
N: 3.5739 1.3560 3.6134  0.25
C: 2.6808 1.4552 2.3711  -0.25
C: 1.2817 0.9420 2.6881  -0.09
C: 1.1277 -0.5914 2.6907  -0.29
N: 0.0388 -1.0149 1.7684  -0.03
C: 2.4194 -1.3092 2.3080  -0.09
C: 3.0679 -0.7418 1.0539  -0.29
N: 2.2364 -1.0448 -0.1514  -0.05
C: 3.3439 0.7638 1.1846  -0.07
H: 3.1691 1.8702 4.3989  0.18
H: 4.4974 1.7525 3.4243  0.18
H: 3.7081 0.3878 3.9109  0.15
H: 2.6420 2.5269 2.1748  0.14
H: 0.6404 1.3427 1.9024  0.06
H: 0.9209 1.3786 3.6236  0.13
H: 0.8489 -0.9218 3.6940  0.16
H: -0.8625 -0.7736 2.1687  0.07
H: 0.0851 -2.0415 1.7363  0.07
H: 2.2258 -2.3715 2.1840  0.11
H: 3.1371 -1.2529 3.1335  0.12
H: 4.0178 -1.2584 0.9058  0.16
H: 2.2209 -2.0645 -0.2279  0.10
H: 2.7132 -0.7091 -0.9882  0.08
H: 2.9741 1.2799 0.3011  0.08
H: 4.4196 0.9590 1.1940  0.14
S: 0.5024 -0.7499 -2.6890  0.60
C: 0.0041 0.7742 -3.4277  -0.69
C: -0.1083 0.8367 -4.8185  -0.10
C: -0.4762 2.0225 -5.4271  -0.05
C: -0.7349 3.1635 -4.6702  -0.05
C: -0.6242 3.1073 -3.2942  -0.09
C: -0.2705 1.9075 -2.6777  -0.43
As: 0.0565 1.7946 -0.7944  1.24
C: -1.4158 2.7569 0.0110  -0.36
C: -1.3617 3.2644 1.3085  -0.14
C: -2.4673 3.8918 1.8636  -0.06
C: -3.6407 4.0081 1.1310  -0.05
C: -3.7055 3.4942 -0.1554  -0.04
C: -2.5992 2.8703 -0.7147  -0.10
C: 1.6032 2.9702 -0.7119  -0.37
C: 2.6102 2.6910 -1.6390  -0.12
C: 3.7554 3.4693 -1.6837  -0.05
C: 3.9016 4.5403 -0.8088  -0.06
C: 2.8914 4.8392 0.0928  -0.07
C: 1.7395 4.0582 0.1422  -0.11
H: 0.0973 -0.0436 -5.4143  0.11
H: -0.5616 2.0620 -6.5049  0.12
H: -1.0171 4.0873 -5.1557  0.12
H: -0.8112 3.9932 -2.6978  0.12
H: -0.4630 3.1785 1.9068  0.08
H: -2.4111 4.2967 2.8657  0.11
H: -4.5009 4.5031 1.5615  0.12
H: -4.6178 3.5813 -0.7307  0.12
H: -2.6637 2.4756 -1.7212  0.10
H: 2.4896 1.8741 -2.3446  0.11
H: 4.5244 3.2550 -2.4141  0.12
H: 4.7878 5.1592 -0.8544  0.12
H: 2.9811 5.7016 0.7410  0.11
H: 0.9423 4.3417 0.8153  0.09
O: 0.8916 -3.5378 1.0840  -0.01
C: 0.2574 -3.6683 0.0279  -0.54
O: -0.1479 -2.6666 -0.6787  -0.26
C: -0.1019 -5.0180 -0.4902  -0.11
C: -0.7003 -5.1877 -1.7364  0.00
C: -1.0201 -6.4580 -2.1886  -0.03
C: -0.7489 -7.5667 -1.3994  0.03
C: -0.1531 -7.3708 -0.1672  -0.12
C: 0.1813 -6.1202 0.3059  0.07
N: 0.1419 -8.5465 0.6826  -0.35
O: -0.1690 -9.6336 0.2521  0.10
O: 0.6512 -8.3343 1.7634  0.09
H: -0.9035 -4.3204 -2.3494  0.11
H: -1.4801 -6.5907 -3.1578  0.12
H: -0.9876 -8.5694 -1.7227  0.13
H: 0.6489 -6.0076 1.2719  0.13
Se: -2.4930 -1.2137 -2.3074  1.21
N: -1.8833 -0.5788 -0.7195  -0.41
C: -2.9261 -0.3732 0.0807  -0.33
C: -2.9146 0.1448 1.4099  -0.06
C: -4.0899 0.2726 2.0752  -0.04
C: -5.3468 -0.0911 1.4923  -0.04
C: -5.4098 -0.5594 0.2260  0.01
C: -4.1953 -0.7111 -0.5161  -0.36
N: -4.1486 -1.1685 -1.7516  -0.20
H: -1.9996 0.5170 1.8449  0.08
H: -4.0869 0.6850 3.0762  0.12
H: -6.2480 0.0256 2.0779  0.12
H: -6.3415 -0.8324 -0.2496  0.13

As for the net charge: +2. The calculated total energy is -7201.4790 Ha. For the highest occupied orbital energy, the calculation gives -12.728 eV. The HOMO-LUMO gap comes out at 7.0 eV.